1.
# C22H26Cl3NOV

C22H26Cl3NOV as an isolated structure in a non-equilibrium geometry (ωB97M-V/def2-TZVPD, the Open Molecules 2025 dataset).

Results
max |F|: 3.01 eV Å⁻¹
total charge: -2
<S²>: 0.7693
HOMO-LUMO gap (alpha / beta): 0.1442 / 0.1486 Eh
energy: -90031.513 eV
multiplicity: 2

CARTESIAN COORDINATES (ANGSTROEM)
V1 0.148 -0.005 -1.294
Cl1 -3.874 0.731 -0.174
Cl2 -0.611 -1.465 0.184
Cl3 2.326 0.357 -0.293
O1 -0.234 1.702 -0.960
N1 0.300 0.299 2.615
C1 1.905 0.928 -3.802
C2 0.957 -0.732 3.198
C3 0.638 -1.184 -2.934
C4 -3.013 -0.415 -3.437
C5 1.778 -2.070 -2.643
C6 -1.270 3.835 4.169
C7 -1.141 1.931 -4.147
C8 1.344 -2.335 5.009
C9 0.676 0.179 -3.425
C10 -1.299 -2.907 -2.600
C11 0.622 -1.279 4.467
C12 -1.215 2.142 2.438
C13 -1.669 3.358 2.915
C14 -0.687 0.657 -3.503
C15 -0.772 -1.541 -2.799
C16 -0.276 1.369 3.198
C17 2.001 -1.371 2.477
C18 0.110 1.876 4.484
C19 -0.370 3.089 4.952
C20 -1.553 -0.420 -3.148
C21 2.415 -2.898 4.296
C22 2.734 -2.411 3.017
H1 -2.357 3.938 2.295
H2 -0.202 -0.816 5.019
H3 2.978 -3.732 4.727
H4 1.552 -2.812 -1.872
H5 -3.434 0.587 -3.275
H6 3.547 -2.857 2.440
H7 -0.045 3.442 5.931
H8 2.090 -2.591 -3.553
H9 1.060 -2.731 5.989
H10 -3.510 -1.106 -2.746
H11 1.741 1.359 -4.803
H12 2.784 0.268 -3.801
H13 -2.180 1.820 -4.483
H14 -1.131 2.823 -3.495
H15 2.613 -1.504 -2.243
H16 2.256 -0.979 1.489
H17 -1.545 -3.357 -3.569
H18 0.529 2.250 -0.680
H19 -1.654 4.777 4.558
H20 0.826 1.286 5.064
H21 -2.211 -2.907 -1.987
H22 -0.549 -3.546 -2.138
H23 2.147 1.768 -3.126
H24 -1.572 1.749 1.484
H25 -0.500 2.179 -4.998
H26 -3.198 -0.728 -4.486

***

2.
# C6H7N

One molecule with the formula C6H7N in a non-equilibrium geometry (ωB97M-V/def2-TZVPD, the Open Molecules 2025 dataset).

Results
max |F|: 4.92 eV Å⁻¹
SMILES: C[C@@]12C[C@@H]1[C@]21C=N1
total charge: 0
energy above the lowest of the compared OMol25 structures with the same formula, charge and spin: 140.69 kcal per mole
HOMO-LUMO gap: 0.3534 Eh
energy: -7819.547 eV

CARTESIAN COORDINATES (ANGSTROEM)
N1 2.203 0.671 -0.382
C1 -0.468 0.139 -0.108
C2 0.075 -0.936 -0.953
C3 -1.312 1.344 -0.014
C4 -0.674 -1.317 0.261
C5 1.029 -0.082 -0.179
C6 2.420 -0.029 0.650
H1 -1.362 2.105 -0.950
H2 -2.344 1.149 0.297
H3 -0.241 -1.100 -1.932
H4 -1.668 -1.863 0.053
H5 3.160 -0.176 1.395
H6 -0.008 -1.772 1.053
H7 -0.810 1.868 0.810

***

3.
# C5H5NO2

C5H5NO2 as an isolated structure in a non-equilibrium geometry (ωB97M-V/def2-TZVPD, the Open Molecules 2025 dataset).

Results
max |F|: 17.20 eV Å⁻¹
total charge: 0
energy above the lowest of the compared OMol25 structures with the same formula, charge and spin: 146.49 kcal per mole
HOMO-LUMO gap: 0.3024 Eh
energy: -10844.962 eV

CARTESIAN COORDINATES (ANGSTROEM)
O1 -2.069 -1.289 0.031
O2 2.429 -1.434 -0.067
N1 0.242 -1.230 0.017
C1 0.241 1.458 -0.004
C2 1.434 0.778 0.001
C3 1.449 -0.646 0.085
C4 -0.863 0.756 -0.054
C5 -0.970 -0.424 -0.071
H1 -1.935 1.098 -0.017
H2 2.629 1.191 0.170
H3 0.127 -2.506 -0.089
H4 0.449 2.839 -0.053
H5 -3.163 -0.592 0.052

***

4.
# C40H63F3O10S2

A 9-piece molecular cluster, C40H63F3O10S2 overall in a non-equilibrium geometry (ωB97M-V/def2-TZVPD, the Open Molecules 2025 dataset).

Results
max |F|: 3.87 eV Å⁻¹
SMILES: CCOS(C)(=O)=O.CCOS(C)(=O)=O.Fc1ccccc1.Fc1ccccc1.Fc1ccccc1.C1CCOC1.C1CCOC1.C1CCOC1.C1CCOC1
total charge: 0
energy above the lowest of the compared OMol25 structures with the same formula, charge and spin: 0.00 kcal per mole
HOMO-LUMO gap: 0.3553 Eh
energy: -92793.309 eV

CARTESIAN COORDINATES (ANGSTROEM)
S1 0.637 -5.457 4.548
S2 3.351 -1.953 -0.350
F1 -0.400 4.878 -0.622
F2 -0.349 2.316 2.009
F3 -0.030 -4.755 -6.630
O1 2.614 4.072 -4.619
O2 2.317 -2.601 0.478
O3 3.778 -0.576 0.394
O4 -1.262 -5.797 1.028
O5 -6.336 0.013 -3.776
O6 -0.633 -4.980 5.018
O7 4.594 -2.559 -0.802
O8 1.673 -4.914 5.691
O9 -0.002 5.688 4.572
O10 0.793 -6.833 4.153
C1 -0.471 3.468 5.117
C2 -3.033 -4.509 1.560
C3 -1.773 -1.115 -6.125
C4 -1.297 -0.004 -0.528
C5 2.430 7.809 0.062
C6 2.851 0.086 1.176
C7 1.292 5.124 4.985
C8 2.295 2.045 -3.435
C9 -1.042 1.191 0.120
C10 1.008 3.661 5.003
C11 -5.937 0.604 -2.508
C12 -1.145 -1.706 -5.046
C13 3.477 -5.547 6.996
C14 1.112 3.007 -3.205
C15 3.161 2.749 -4.470
C16 -4.457 0.752 -2.552
C17 3.439 1.392 1.793
C18 2.451 6.574 0.760
C19 2.532 -1.147 -1.766
C20 -1.900 -1.735 -7.347
C21 -0.813 4.635 4.225
C22 -1.991 -4.703 0.530
C23 -0.792 -0.069 2.265
C24 0.534 6.999 -1.213
C25 -1.155 -1.160 1.569
C26 -1.397 -3.049 -7.461
C27 -0.766 1.164 1.485
C28 -5.154 -0.260 -4.606
C29 -1.265 -1.165 0.167
C30 -0.670 -3.568 -6.426
C31 1.001 -4.322 3.064
C32 -2.107 -6.725 1.626
C33 -4.076 0.603 -4.016
C34 -3.178 -5.852 2.254
C35 0.560 5.826 -0.513
C36 -0.580 -2.929 -5.181
C37 3.007 -5.251 5.599
C38 1.748 4.429 -3.536
C39 1.564 7.932 -1.091
C40 1.522 5.612 0.482
H1 -1.034 2.085 -0.487
H2 3.486 -4.699 7.680
H3 -0.704 4.342 3.181
H4 -1.296 -3.878 0.376
H5 3.238 6.447 1.489
H6 -3.159 -5.832 3.343
H7 1.801 1.126 -3.749
H8 -2.458 -1.266 -8.144
H9 1.572 5.507 5.967
H10 -1.532 -3.528 -8.419
H11 -4.075 -0.116 -2.016
H12 1.457 3.130 4.164
H13 3.488 -4.391 5.132
H14 3.241 -6.149 5.028
H15 -0.033 -3.400 -4.378
H16 -1.430 0.020 -1.600
H17 2.476 -0.561 1.969
H18 -1.171 -2.158 1.983
H19 -1.574 -7.435 2.259
H20 2.044 5.427 4.258
H21 -4.110 -6.343 1.975
H22 3.347 -0.528 -2.141
H23 1.862 -4.702 2.514
H24 -4.053 1.559 -4.541
H25 2.132 -1.882 -2.465
H26 3.255 8.450 0.334
H27 -0.933 3.798 6.047
H28 -2.725 -3.728 2.256
H29 2.947 -6.326 7.544
H30 -4.064 1.694 -2.171
H31 1.563 4.654 0.978
H32 -0.946 2.519 4.869
H33 4.069 0.891 2.528
H34 -5.306 0.049 -5.640
H35 1.493 3.199 5.863
H36 -2.507 -7.430 0.897
H37 1.623 8.872 -1.620
H38 -2.472 -4.851 -0.437
H39 0.108 -4.260 2.441
H40 4.022 1.977 1.082
H41 -3.064 0.279 -4.261
H42 3.124 2.261 -5.444
H43 -1.856 4.947 4.281
H44 2.753 1.929 -2.453
H45 1.078 5.257 -3.766
H46 1.699 -0.492 -1.511
H47 1.293 -3.319 3.375
H48 2.431 4.657 -2.717
H49 -1.068 -1.179 -4.106
H50 0.171 2.847 -3.732
H51 -0.648 -0.045 3.335
H52 4.188 2.888 -4.133
H53 2.785 2.007 2.411
H54 -6.454 1.563 -2.460
H55 0.921 2.976 -2.133
H56 4.515 -5.878 6.943
H57 -1.644 -2.025 -0.364
H58 -6.181 -0.037 -1.661
H59 -4.932 -1.328 -4.608
H60 1.926 0.263 0.627
H61 -4.040 -4.239 1.242
H62 -2.229 -0.138 -6.064
H63 -0.135 7.133 -2.050

***

5.
# C5H7N

One molecule with the formula C5H7N (ωB97M-V/def2-TZVPD, the Open Molecules 2025 dataset).

Results
max |F|: 0.60 eV Å⁻¹
SMILES: C#CC/N=C/C
total charge: 0
energy above the lowest of the compared OMol25 structures with the same formula, charge and spin: 62.51 kcal per mole
HOMO-LUMO gap: 0.4032 Eh
energy: -6785.802 eV

CARTESIAN COORDINATES (ANGSTROEM)
N1 0.881 0.124 0.240
C1 0.173 2.042 -0.975
C2 -1.485 -1.375 2.067
C3 0.647 -1.291 0.454
C4 -0.536 -1.362 1.328
C5 0.493 0.589 -0.871
H1 1.493 -1.747 0.975
H2 0.452 -1.848 -0.478
H3 0.814 2.616 -1.648
H4 -0.860 2.108 -1.337
H5 -2.303 -1.425 2.751
H6 0.215 2.451 0.037
H7 0.226 -0.068 -1.716

***

6.
# C6H6S2

One molecule with the formula C6H6S2 in a non-equilibrium geometry (ωB97M-V/def2-TZVPD, the Open Molecules 2025 dataset).

Results
max |F|: 1.48 eV Å⁻¹
SMILES: C=C1C(=S)S[C@H]2C[C@H]12
total charge: 0
energy above the lowest of the compared OMol25 structures with the same formula, charge and spin: 60.28 kcal per mole
HOMO-LUMO gap: 0.2944 Eh
energy: -27985.813 eV

CARTESIAN COORDINATES (ANGSTROEM)
S1 0.163 -1.600 -0.051
S2 -2.472 -0.171 -0.021
C1 2.791 0.124 -0.019
C2 1.418 0.636 -0.412
C3 0.107 1.180 -0.022
C4 1.551 -0.589 0.451
C5 -0.840 -0.116 0.034
C6 -0.302 2.452 0.096
H1 1.290 0.369 -1.478
H2 -1.323 2.718 0.471
H3 3.427 -0.230 -0.867
H4 0.382 3.281 -0.028
H5 1.430 -0.442 1.530
H6 3.396 0.526 0.764

***

no.,molecular weight (g/mol)
1,477.76
2,93.13
3,111.10
4,825.06
5,81.12
6,142.25